12
Properties=species:S:1:pos:R:3 method="wB97M-V/def2-TZVPD" orbital_gap_ev="9.77 / 7.23" de_lowest_ev=4.411
O -0.692 1.777 0.807
C -0.975 0.647 0.467
C -1.591 0.292 -0.741
C 1.220 -0.051 -0.489
C 0.808 -0.752 0.731
O -0.458 -0.420 1.202
H -2.128 -0.642 -0.801
H -1.863 1.106 -1.411
H 2.152 -0.430 -0.913
H 0.980 0.935 -0.844
H 1.583 -0.595 1.510
H 0.823 -1.837 0.543


12
Properties=species:S:1:pos:R:3 method="wB97M-V/def2-TZVPD" orbital_gap_ev=11.44 smiles=C1O[C@H]1[C@H]1CO1 de_lowest_ev=3.357
C -1.368 -0.980 -0.101
O -1.605 0.067 0.822
C -0.904 0.372 -0.378
C 0.487 0.838 -0.024
C 1.615 0.007 0.416
O 1.580 0.580 -0.884
H -0.487 -1.599 -0.056
H -2.286 -1.377 -0.537
H -1.408 0.883 -1.192
H 0.456 1.852 0.384
H 1.562 -1.081 0.460
H 2.360 0.438 1.091


12
Properties=species:S:1:pos:R:3 method="wB97M-V/def2-TZVPD" orbital_gap_ev=8.94 de_lowest_ev=4.621
O -0.657 -0.756 2.535
C -0.076 -0.669 1.485
C -0.696 -0.063 0.247
C 0.800 1.803 -0.836
O 0.278 0.928 -1.651
C 0.030 -0.374 -1.071
H 0.986 -0.995 1.383
H -1.766 -0.262 0.220
H -0.661 1.038 0.374
H 1.291 1.231 0.008
H 0.993 -0.886 -0.920
H -0.563 -0.952 -1.787


12
Properties=species:S:1:pos:R:3 method="wB97M-V/def2-TZVPD" orbital_gap_ev=10.96 smiles=C1OCC12CO2 de_lowest_ev=4.035
C -0.835 0.915 0.442
O -1.850 0.025 -0.057
C -0.879 -0.928 -0.530
C 0.230 -0.072 0.023
C 1.628 0.123 -0.278
O 1.092 -0.394 1.058
H -0.850 1.904 -0.020
H -0.854 1.007 1.538
H -0.951 -1.907 -0.049
H -0.906 -1.031 -1.623
H 2.177 -0.800 -0.203
H 1.999 1.156 -0.301


12
Properties=species:S:1:pos:R:3 method="wB97M-V/def2-TZVPD" orbital_gap_ev=6.84 de_lowest_ev=6.505
C 1.426 0.110 -0.620
C -0.767 -0.237 -0.761
C -1.348 -0.200 0.618
C 0.039 -0.016 1.279
H 1.878 -0.667 -1.239
H 2.037 0.953 -0.670
H -0.893 -1.023 -1.422
H -2.094 -0.901 1.048
H -1.762 0.827 0.887
H 0.146 1.181 1.402
O 0.201 0.544 -1.174
O 1.137 -0.570 0.653


12
Properties=species:S:1:pos:R:3 method="wB97M-V/def2-TZVPD" orbital_gap_ev=10.01 smiles="C1=COCOC1" de_lowest_ev=3.292
C -0.681 1.237 0.059
C 0.625 1.112 -0.098
O 1.481 0.065 -0.087
C 0.624 -1.038 0.371
O -0.495 -1.041 -0.598
C -1.463 -0.134 0.095
H -0.980 2.134 0.541
H 1.218 1.963 -0.310
H 1.264 -1.936 0.541
H 0.078 -0.866 1.322
H -1.700 -0.566 1.193
H -2.392 0.021 -0.363